[1]
A structure of composition C39H41GeN2RuS3 at a distorted geometry. Source: OMol25; level of theory: ωB97M-V/def2-TZVPD.

ΔE to the lowest compared entry with this formula, charge and spin (kJ/mol): 129.01
F_max (eV/A): 2.07
E_HOMO (spin up / spin down) (eV): -13.3 / -13.3
Net charge: +2
Spin multiplicity: 2
Expectation value of S²: 0.810
E_LUMO (spin up / spin down) (Ha): -0.2623 / -0.2846

Atoms and positions in Å:
1 Ru 1.10 0.37 -0.61
2 C 3.57 2.60 -0.52
3 C 3.31 2.53 -2.02
4 S 2.37 1.08 -2.59
5 C 3.66 -0.17 -2.79
6 C 3.98 -0.86 -1.48
7 S 2.44 -1.47 -0.72
8 C 1.41 -0.64 2.09
9 C 1.88 1.76 1.63
10 S 2.01 2.99 0.33
11 H 3.97 1.66 -0.14
12 H 4.30 3.39 -0.31
13 H 2.74 3.40 -2.35
14 H 4.24 2.52 -2.60
15 H 3.25 -0.88 -3.51
16 H 4.53 0.31 -3.24
17 H 4.61 -1.73 -1.66
18 H 4.51 -0.21 -0.80
19 H 0.49 -1.21 1.94
20 H 2.24 -1.29 1.79
21 H 1.18 2.18 2.36
22 H 2.84 1.64 2.14
23 N -0.42 1.76 -1.15
24 C -1.28 2.47 -1.43
25 C -2.34 3.35 -1.79
26 C -2.36 3.86 -3.09
27 C -3.39 4.70 -3.46
28 C -4.39 5.02 -2.54
29 C -4.36 4.50 -1.25
30 C -3.33 3.66 -0.87
31 H -1.58 3.59 -3.79
32 H -3.43 5.10 -4.46
33 H -5.19 5.67 -2.84
34 H -5.14 4.76 -0.55
35 H -3.30 3.25 0.14
36 C -2.62 0.30 -4.79
37 C -3.39 0.08 -3.65
38 C -2.82 -0.44 -2.50
39 C -1.45 -0.74 -2.47
40 C -0.69 -0.52 -3.62
41 C -1.27 -0.01 -4.77
42 Ge -0.63 -1.48 -0.87
43 C -1.75 -1.26 0.71
44 C -2.52 -0.11 0.91
45 C -3.46 -0.04 1.93
46 C -3.64 -1.12 2.78
47 C -2.88 -2.26 2.61
48 C -1.95 -2.33 1.58
49 C -0.12 -3.32 -1.12
50 C -0.47 -3.94 -2.32
51 C -0.21 -5.28 -2.52
52 C 0.40 -6.03 -1.52
53 C 0.75 -5.43 -0.32
54 C 0.50 -4.08 -0.13
55 H -3.08 0.69 -5.68
56 H -4.45 0.29 -3.67
57 H -3.44 -0.61 -1.64
58 H 0.36 -0.78 -3.63
59 H -0.67 0.14 -5.66
60 H -2.41 0.74 0.24
61 H -4.07 0.85 2.05
62 H -4.38 -1.07 3.57
63 H -3.03 -3.11 3.26
64 H -1.41 -3.25 1.44
65 H -0.95 -3.37 -3.10
66 H -0.49 -5.75 -3.45
67 H 0.59 -7.08 -1.68
68 H 1.23 -6.01 0.45
69 H 0.81 -3.63 0.81
70 C -0.88 0.38 3.60
71 C 0.46 0.24 4.24
72 C 0.61 0.59 5.60
73 C 1.82 0.46 6.24
74 C 2.91 -0.01 5.52
75 C 2.80 -0.37 4.17
76 C 4.02 -0.88 3.47
77 C 1.57 -0.24 3.53
78 N 1.39 0.48 1.13
79 H -1.56 1.00 4.18
80 H -1.36 -0.61 3.50
81 H -0.82 0.77 2.58
82 H -0.26 0.96 6.13
83 H 1.93 0.73 7.28
84 H 3.87 -0.12 6.00
85 H 4.90 -0.80 4.09
86 H 4.21 -0.35 2.53
87 H 3.90 -1.94 3.20

[2]
A cluster of 6 separate species, C6H26N2O5 in total at a distorted geometry. Source: OMol25; level of theory: ωB97M-V/def2-TZVPD.

ΔE to the lowest compared entry with this formula, charge and spin (kJ/mol): 202.46
F_max (eV/A): 2.93
SMILES string: CCN[C@@H](C)CCN.O.O.O.O.O
E_HOMO (eV): -9.0
E_LUMO (Ha): 0.0159

Atoms and positions in Å:
1 C 1.89 2.60 -0.40
2 C 0.56 2.34 0.29
3 N -0.08 1.04 0.07
4 C -1.04 0.97 -1.07
5 C -0.36 1.02 -2.44
6 C -2.13 -0.07 -0.73
7 C -1.88 -1.47 -1.33
8 N -1.68 -2.52 -0.33
9 H 2.29 3.59 -0.19
10 H 2.62 1.90 0.01
11 H 1.85 2.43 -1.47
12 H -0.17 3.10 0.02
13 H 0.65 2.51 1.37
14 H 0.62 0.32 0.00
15 H -1.59 1.91 -0.98
16 H -0.62 0.16 -3.06
17 H -0.50 1.98 -2.92
18 H 0.70 0.79 -2.39
19 H -2.20 -0.05 0.36
20 H -3.11 0.27 -1.03
21 H -2.73 -1.80 -1.92
22 H -1.07 -1.46 -2.05
23 H -2.51 -2.50 0.24
24 H -0.81 -2.42 0.17
25 O 3.32 -1.79 0.56
26 H 3.22 -2.23 1.40
27 H 3.61 -0.90 0.75
28 O -2.53 2.78 1.30
29 H -2.34 2.75 2.24
30 H -1.65 2.56 0.93
31 O 0.36 -0.01 3.40
32 H -0.01 -0.54 2.68
33 H 0.29 0.91 3.13
34 O 1.32 -3.31 -0.63
35 H 2.21 -3.00 -0.66
36 H 0.50 -3.13 -1.09
37 O 0.92 -2.57 1.83
38 H 0.95 -2.88 2.74
39 H 1.13 -3.28 1.20

[3]
The molecule C18H20N2O4 at a distorted geometry. Source: OMol25; level of theory: ωB97M-V/def2-TZVPD.

ΔE to the lowest compared entry with this formula, charge and spin (kJ/mol): 441.14
F_max (eV/A): 5.81
SMILES string: N[C@@H](Cc1ccccc1)C(=O)N[C@@H](Cc1ccc(O)cc1)C(=O)O
E_HOMO (eV): -8.5
E_LUMO (Ha): 0.0199

Atoms and positions in Å:
1 N -1.18 -0.90 2.30
2 C 0.13 -0.35 2.02
3 C 1.09 -1.50 1.67
4 C 2.55 -1.29 1.35
5 C 2.96 -1.14 -0.01
6 C 4.31 -0.89 -0.43
7 C 5.28 -0.57 0.60
8 C 4.76 -0.49 1.98
9 C 3.60 -1.01 2.36
10 C 0.31 0.86 1.18
11 O 1.37 1.39 0.66
12 N -0.96 1.37 1.04
13 C -1.30 2.34 0.01
14 C -1.42 1.79 -1.48
15 C -1.65 0.38 -1.73
16 C -2.75 -0.12 -2.49
17 C -2.65 -1.44 -2.98
18 C -1.59 -2.37 -2.56
19 O -1.25 -3.62 -3.03
20 C -0.75 -1.94 -1.59
21 C -0.72 -0.55 -1.32
22 C -2.51 3.02 0.44
23 O -3.17 3.56 -0.39
24 O -2.84 3.04 1.78
25 H -1.11 -1.89 2.34
26 H -1.55 -0.63 3.17
27 H 0.63 0.13 2.94
28 H 0.82 -2.22 2.46
29 H 0.61 -1.97 0.76
30 H 2.33 -1.42 -0.79
31 H 4.68 -0.71 -1.49
32 H 6.19 -0.29 0.13
33 H 5.58 -0.18 2.64
34 H 3.28 -1.01 3.41
35 H -1.57 0.63 1.33
36 H -0.46 3.16 0.05
37 H -2.26 2.38 -2.11
38 H -0.52 1.98 -2.15
39 H -3.71 0.41 -2.66
40 H -3.33 -1.71 -3.83
41 H -1.61 -3.68 -3.92
42 H -0.16 -2.71 -1.14
43 H 0.11 -0.22 -0.76
44 H -3.71 3.29 1.90

[4]
A structure of composition C17H24N3O2PV at a distorted geometry. Source: OMol25; level of theory: ωB97M-V/def2-TZVPD.

F_max (eV/A): 10.74
E_HOMO (spin up / spin down) (eV): -23.3 / -23.0
Net charge: +4
Spin multiplicity: 2
Expectation value of S²: 0.883
E_LUMO (spin up / spin down) (Ha): -0.6322 / -0.6423

Atoms and positions in Å:
1 N -0.05 2.72 0.13
2 C 0.45 3.76 0.03
3 C 1.00 5.10 -0.10
4 H 0.20 5.85 -0.26
5 H 1.68 5.10 -0.97
6 H 1.58 5.37 0.79
7 N 2.86 -1.59 -0.40
8 C 3.76 -2.28 -0.63
9 C 4.93 -3.12 -0.78
10 H 5.60 -2.70 -1.54
11 H 4.61 -4.12 -1.10
12 H 5.46 -3.19 0.18
13 N -1.93 -1.54 0.07
14 C -2.83 -2.27 -0.01
15 C -4.03 -3.06 -0.12
16 H -4.00 -3.93 0.55
17 H -4.13 -3.41 -1.16
18 H -4.91 -2.43 0.13
19 V 0.72 -0.46 -0.90
20 C 0.51 -1.50 0.99
21 O 0.88 -2.23 1.82
22 C 1.54 0.53 0.85
23 O 2.35 0.66 1.68
24 C 1.21 0.94 -2.31
25 C -0.17 0.96 -2.11
26 C -0.92 -0.21 -2.14
27 C -0.31 -1.42 -2.42
28 C 1.08 -1.47 -2.61
29 C 1.83 -0.29 -2.57
30 H 1.80 1.84 -2.20
31 H -0.68 1.91 -1.99
32 H -2.00 -0.13 -2.03
33 H -0.89 -2.33 -2.50
34 H 1.55 -2.43 -2.80
35 H 2.90 -0.31 -2.76
36 C -0.51 1.86 2.92
37 P -1.09 0.59 1.70
38 C -1.89 -0.53 2.92
39 C -2.52 1.32 0.81
40 H 0.22 1.40 3.60
41 H -1.37 2.21 3.49
42 H -0.04 2.70 2.39
43 H -2.68 0.03 3.43
44 H -2.30 -1.40 2.40
45 H -1.14 -0.87 3.65
46 H -3.25 1.70 1.54
47 H -2.11 2.12 0.17
48 H -2.97 0.54 0.17

[5]
A cluster of 2 separate species, C3H12NO in total at a distorted geometry. Source: OMol25; level of theory: ωB97M-V/def2-TZVPD.

ΔE to the lowest compared entry with this formula, charge and spin (kJ/mol): 110.98
F_max (eV/A): 1.72
E_HOMO (eV): -14.9
Net charge: +1
E_LUMO (Ha): -0.1198

Atoms and positions in Å:
1 C -1.37 -1.10 1.13
2 C -1.34 1.24 0.30
3 C 0.59 -0.30 -0.12
4 N -0.86 -0.18 0.07
5 H -2.47 -1.01 1.06
6 H -1.07 -0.91 2.17
7 H -1.09 -2.14 0.86
8 H -1.13 1.74 -0.65
9 H -0.81 1.77 1.11
10 H -2.43 1.29 0.50
11 H 0.81 -1.13 -0.80
12 H 1.15 -0.46 0.82
13 H 0.95 0.64 -0.58
14 H -1.27 -0.44 -0.86
15 O 3.13 0.14 -1.83
16 H 3.13 0.91 -1.21
17 H 4.08 -0.06 -1.98